DFT (ωB97M-V with the def2-TZVPD basis set) results for a molecular structure, C18H40ErN5OP3 at a distorted geometry.

Its spin multiplicity is 4. The HOMO energy (spin up / spin down) is -15.82 / -15.84 eV. Its orbital gap (spin up / spin down) is 3.71 / 3.83 eV. The total charge is +3. For the LUMO energy (spin up / spin down), the calculation gives -12.113 / -12.005 eV.

Cartesian coordinates (Å):
Er: -0.68687 1.17554 0.29720
P: 1.25538 -0.49691 1.79003
P: 1.66756 2.60238 -0.12054
P: -1.28181 -2.42210 0.21645
H: -0.34111 2.53595 -2.27901
C: -1.14655 2.14138 -1.68413
C: -1.68039 2.91341 -0.62647
H: -1.29345 3.88438 -0.29312
C: 2.79203 -1.39247 1.31865
C: 1.90752 0.69302 3.02070
C: 0.55065 -1.70288 2.98476
C: 1.85478 3.91675 -1.37740
C: 1.67124 3.68304 1.37547
C: 3.37504 1.92486 -0.21019
C: -2.48963 -2.94479 -1.06403
C: -1.91780 -3.51753 1.57469
C: 0.16523 -3.45616 -0.32255
H: -1.81483 1.55460 -2.30553
H: -2.69681 2.72181 -0.28255
H: 3.54378 -1.28631 2.12071
H: 3.20084 -0.98979 0.37927
H: 2.56367 -2.45890 1.16793
H: 2.37182 0.10558 3.83551
H: 1.06448 1.28711 3.41903
H: 2.65679 1.37202 2.58584
H: 1.08964 -2.65978 2.92681
H: -0.51384 -1.87637 2.77617
H: 0.63794 -1.28910 3.99885
H: 2.90527 4.23048 -1.44503
H: 1.23699 4.78351 -1.12391
H: 1.52543 3.53588 -2.34889
H: 2.70852 3.89994 1.67316
H: 1.13733 3.21257 2.21147
H: 1.14904 4.61430 1.12251
H: 4.01880 2.59041 -0.80676
H: 3.34908 0.94986 -0.71057
H: 3.82289 1.78456 0.77874
H: -3.09435 -3.78941 -0.69991
H: -1.97830 -3.21191 -1.99492
H: -3.13498 -2.07849 -1.27250
H: -2.64308 -4.23086 1.16269
H: -2.43698 -2.88299 2.30297
H: -1.10231 -4.05710 2.07756
H: -0.21821 -4.31099 -0.89274
H: 0.74015 -3.79845 0.54500
H: 0.82138 -2.86491 -0.96818
C: -0.11364 -0.92638 -3.44795
C: 0.97453 -1.16940 -4.30751
C: 0.66427 -1.64854 -5.55149
C: -0.69343 -1.83509 -5.83741
C: -1.75064 -1.52111 -4.98748
C: -1.47902 -0.99838 -3.70133
O: 0.32588 -0.97600 -2.14108
H: 1.16468 -1.45443 -2.19515
H: 2.02805 -1.04089 -3.98700
H: 1.44506 -1.88579 -6.25881
H: -0.98660 -2.23047 -6.81157
H: -2.83303 -1.60092 -5.17667
H: -2.17297 -0.69522 -2.88947
N: -1.82729 2.22402 5.05859
N: -2.14147 1.47408 3.94031
N: -3.46830 1.35163 3.60396
C: -3.38807 1.03529 2.31269
N: -2.11437 1.11600 1.85458
N: -1.30895 1.49666 2.88835
H: -0.89294 1.95533 5.38531
H: -2.52987 2.10356 5.75908
H: -4.21380 0.83091 1.65686

=====

DFT (ωB97M-V with the def2-TZVPD basis set) results for a molecular structure, C18H41Br10INNbO5P at a distorted geometry.

The HOMO energy is -5.01 eV. Its orbital gap is 5.99 eV. The total charge is -1. For the LUMO energy, the calculation gives 0.981 eV.

Cartesian coordinates (Å):
C: 0.02987 -6.57871 -4.15434
C: -0.28447 -7.13832 -2.60804
O: -1.64758 -7.72116 -2.69970
C: -0.22974 -5.77602 -1.65970
N: -0.73425 -5.97443 -0.25340
C: -0.93748 -4.68450 0.50859
C: -0.03156 -3.41192 -0.08069
O: -0.03556 -2.22477 0.79287
Nb: 0.49626 -0.52112 -0.41188
I: 2.36339 0.22746 1.63869
C: 1.09432 1.33021 -1.63379
C: 0.21900 1.55603 -2.99916
O: 0.56956 0.61266 -4.10714
C: 0.33962 1.29234 -5.40000
O: 1.28211 1.43595 -6.36947
P: 2.24620 -1.83522 -1.72948
O: 3.34640 -0.97361 -2.45851
H: 0.00578 -7.44140 -4.94710
H: 1.07572 -6.03731 -4.10114
H: -0.83633 -5.81211 -4.45075
H: 0.52977 -7.92852 -2.33438
H: -1.83488 -8.04095 -3.63688
H: 0.90835 -5.42388 -1.72729
H: -0.92088 -4.98693 -2.22505
H: 0.02129 -6.55129 0.22434
H: -2.05877 -4.38356 0.68733
H: -0.48831 -4.88097 1.59788
H: 1.07277 -3.86711 -0.09751
H: -0.40127 -3.05272 -1.13146
H: -0.71916 0.50084 0.52151
H: -0.84539 -0.90115 -1.61060
H: 2.23786 1.33364 -1.97490
H: 0.99204 2.31854 -0.97190
H: 0.46671 2.65212 -3.38515
H: -0.93484 1.53255 -2.76704
H: -0.75415 1.71712 -5.57798
H: 2.88459 -2.78324 -0.80446
H: 1.51167 -2.70131 -2.66298
Br: -1.98220 4.07182 3.42028
C: -0.64530 3.99674 2.00173
C: -1.27751 4.19666 0.64412
Br: -2.18993 2.57986 0.04602
H: -0.12606 3.03990 2.10289
H: 0.05210 4.80914 2.22597
H: -0.51204 4.38751 -0.11336
H: -2.01347 5.00518 0.62243
Br: -4.20837 6.87798 0.35453
C: -4.27838 6.53212 2.27305
C: -4.74349 7.75317 3.03165
Br: -3.31455 9.07111 3.19109
H: -3.28478 6.18714 2.57160
H: -4.99271 5.71157 2.38744
H: -5.00455 7.49137 4.06094
H: -5.59283 8.25819 2.56325
Br: 0.26676 -0.42086 -6.53785
C: 0.03232 -2.13311 -7.44254
C: -0.97552 -2.99807 -6.72222
Br: -0.19977 -3.80283 -5.12382
H: 1.02201 -2.59128 -7.51994
H: -0.32453 -1.87791 -8.44463
H: -1.27596 -3.84296 -7.34835
H: -1.86785 -2.45202 -6.40382
Br: 1.80808 3.40768 4.14882
C: 1.70370 5.08741 5.13515
C: 2.27435 4.94036 6.52637
Br: 1.02454 4.02020 7.70770
H: 0.65556 5.39839 5.12577
H: 2.29418 5.79765 4.54902
H: 2.42931 5.92097 6.98521
H: 3.21227 4.37880 6.55409
Br: 3.49605 -1.29617 8.49386
C: 2.41847 -0.27975 7.22463
C: 2.78458 -0.62279 5.79949
Br: 4.45209 0.24078 5.27228
H: 2.55431 0.77796 7.46587
H: 1.38439 -0.56650 7.43703
H: 2.03302 -0.23715 5.10480
H: 2.91309 -1.69546 5.63014

=====

DFT (ωB97M-V with the def2-TZVPD basis set) results for a molecular structure, C18H41Br3O13S5 at a distorted geometry.

The HOMO energy is -10.03 eV. Its orbital gap is 9.99 eV. The total charge is 0. For the LUMO energy, the calculation gives -0.042 eV.

Cartesian coordinates (Å):
C: 14.40820 7.65934 9.49222
C: 13.53547 6.37106 9.46728
C: 12.05962 6.80592 9.28893
S: 12.20872 8.25336 8.14108
O: 11.35348 9.34565 8.59865
O: 12.09834 7.81357 6.79297
C: 13.88430 8.61943 8.50215
H: 15.46582 7.35362 9.28488
H: 14.50200 8.10347 10.51944
H: 13.63016 5.78459 10.37523
H: 13.88918 5.66635 8.71812
H: 11.71603 7.28680 10.14134
H: 11.35530 6.11017 8.76330
H: 14.05687 9.67540 8.79497
H: 14.30010 8.44616 7.49335
C: 13.83309 2.63325 17.37699
C: 14.25407 1.20828 17.94695
C: 15.59773 1.35566 18.57218
S: 16.50420 2.27825 17.41858
O: 17.04032 1.41380 16.39030
O: 17.48512 3.12283 18.08417
C: 15.13809 3.21227 16.81383
H: 13.56588 3.21660 18.28092
H: 13.04480 2.58168 16.61524
H: 14.20146 0.40877 17.17856
H: 13.59185 0.94937 18.71953
H: 16.18836 0.43939 18.74590
H: 15.55276 1.93725 19.48849
H: 15.30864 2.96683 15.73001
H: 15.40080 4.27748 17.10415
O: 14.88196 10.82028 10.46164
S: 15.50475 11.88325 9.67627
O: 16.62509 11.54307 8.77066
O: 14.46238 12.57549 8.79566
C: 13.03697 12.41198 8.87259
C: 12.43983 13.19273 9.99448
C: 16.02701 13.03567 10.88503
H: 12.66155 11.38671 8.94905
H: 12.71898 12.88313 7.95471
H: 11.38644 13.14990 10.14035
H: 12.77579 14.26382 9.92596
H: 12.75726 12.82892 10.95613
H: 15.12039 13.49732 11.26066
H: 16.60604 13.86330 10.44276
H: 16.60587 12.52842 11.63606
O: 21.27711 8.77875 16.02261
S: 20.55861 9.53686 17.01998
O: 19.85003 10.73818 16.66464
O: 19.56544 8.50304 17.63027
C: 18.32872 8.97037 18.35249
C: 17.10780 8.15246 17.98744
C: 21.52403 9.89706 18.41896
H: 18.21457 9.95004 17.98835
H: 18.68348 8.94174 19.43117
H: 17.37952 7.07398 18.05845
H: 16.77593 8.38275 17.00225
H: 16.29684 8.42917 18.71065
H: 22.38831 10.58450 18.21175
H: 21.79276 9.00426 18.91444
H: 20.86674 10.48574 19.01012
O: 20.68771 2.30007 15.10652
S: 21.17429 2.61571 16.43939
O: 22.59651 2.43928 16.54476
O: 20.69181 4.06984 16.81798
C: 20.36027 5.02150 15.84631
C: 19.08533 5.79603 16.34787
C: 20.22086 1.69515 17.72234
H: 20.29591 4.61922 14.86342
H: 21.09930 5.78592 15.72591
H: 18.90372 6.75557 15.80977
H: 19.33501 6.14586 17.34289
H: 18.19624 5.17279 16.48893
H: 19.28835 1.49951 17.16665
H: 20.05878 2.39144 18.56067
H: 20.76510 0.76477 17.88753
C: 17.27990 8.74945 12.42697
Br: 15.56000 8.63500 13.24681
Br: 18.11782 7.05193 12.50107
Br: 18.39312 10.15692 13.33202
H: 17.08491 8.93418 11.40991

=====

DFT (ωB97M-V with the def2-TZVPD basis set) results for a molecular structure, C18H41BrNNbO11PS at a distorted geometry.

The HOMO energy is -4.97 eV. Its orbital gap is 6.64 eV. The total charge is -1. For the LUMO energy, the calculation gives 1.673 eV.

Cartesian coordinates (Å):
C: -0.14872 -0.58755 4.32041
C: -0.07200 -1.03621 2.71077
O: -0.01324 -2.34139 2.42857
N: -0.02984 0.10333 1.71701
C: 0.15244 -0.36197 0.28997
C: -1.13700 -1.14476 -0.35705
C: -2.38106 -0.09998 -0.57715
C: -3.87554 -0.77000 -0.50254
Nb: -5.22063 0.17608 1.13268
S: -6.51729 1.19932 3.06382
C: -4.58960 2.31481 0.55337
C: -3.75579 2.92866 1.86674
C: -2.29067 3.54844 1.45647
Br: -1.27714 3.85256 3.19885
P: -6.21883 -2.07643 1.80693
O: -5.46310 -2.76818 3.02534
H: 0.49856 -1.36689 4.91426
H: 0.37927 0.46636 4.47550
H: -1.24151 -0.58236 4.73874
H: -0.81685 0.77839 1.83267
H: 0.34851 0.61328 -0.36296
H: 1.14155 -1.02601 0.27614
H: -0.79722 -1.49321 -1.44693
H: -1.43138 -2.14526 0.20460
H: -2.31883 0.72132 0.25403
H: -2.23972 0.42670 -1.61450
H: -3.79009 -1.92948 -0.24319
H: -4.46966 -0.71138 -1.53367
H: -3.79696 -0.03450 2.26394
H: -6.62154 0.36817 -0.02859
H: -5.50774 1.37111 4.06308
H: -5.49483 3.01811 0.28478
H: -3.78523 2.30325 -0.32779
H: -3.54965 2.09029 2.68419
H: -4.44875 3.72901 2.39849
H: -2.36127 4.57031 0.85133
H: -1.60421 2.79865 0.84528
H: -7.58203 -1.81957 2.29198
H: -6.31929 -3.00949 0.71098
C: 2.87707 -4.43654 -4.03099
O: 2.15595 -5.07840 -2.98121
C: 2.12152 -4.37915 -1.81878
O: 2.64028 -3.29172 -1.62041
O: 1.40993 -5.09948 -0.91537
C: 1.28996 -4.48128 0.36434
H: 2.83962 -5.08365 -4.91162
H: 2.41388 -3.47838 -4.28785
H: 3.92609 -4.29787 -3.75009
H: 0.76320 -3.52489 0.28320
H: 2.27551 -4.34437 0.82100
H: 0.70263 -5.14389 1.00601
C: 4.08031 -1.50702 0.70013
O: 5.03385 -0.53449 0.27711
C: 5.11347 0.55588 1.08093
O: 4.45673 0.75122 2.09162
O: 6.05036 1.39121 0.56533
C: 6.24289 2.59016 1.31344
H: 4.10119 -2.33418 -0.01473
H: 4.34136 -1.89933 1.68834
H: 3.07147 -1.08182 0.70519
H: 6.59051 2.36164 2.32620
H: 5.32053 3.17920 1.34305
H: 7.01296 3.18202 0.81101
C: 0.59032 4.18931 -5.17541
O: 0.60483 3.33973 -4.02998
C: 1.82510 2.82740 -3.73024
O: 2.86014 3.03411 -4.34416
O: 1.69413 2.04524 -2.62912
C: 2.90804 1.43512 -2.19508
H: -0.43437 4.54176 -5.32192
H: 1.23483 5.06025 -5.01832
H: 0.89544 3.63666 -6.06987
H: 3.64523 2.19599 -1.91873
H: 3.30587 0.77235 -2.97035
H: 2.68608 0.83373 -1.30918

=====

DFT (ωB97M-V with the def2-TZVPD basis set) results for 2 unconnected molecules or ions with the total composition C18H41N2O2S at a distorted geometry.

The HOMO energy is -10.13 eV. Its orbital gap is 7.00 eV. The total charge is +1. For the LUMO energy, the calculation gives -3.126 eV.

Cartesian coordinates (Å):
C: -1.84885 1.00818 1.00795
C: -1.28829 2.32199 0.51721
O: -1.39872 3.27874 1.16414
O: -0.60234 2.38814 -0.63418
C: -1.14277 1.61135 -1.71725
C: -0.17215 0.53317 -2.21667
C: 1.29985 0.77272 -1.80936
C: 1.76156 -0.17794 -0.68806
C: 3.12742 0.23663 -0.08475
C: 2.97614 0.72911 1.36971
S: 1.97429 2.26231 1.34363
C: 2.89578 3.61975 2.14566
C: 2.20485 4.93814 1.75519
C: 2.77980 5.57604 0.49642
C: 2.41595 4.85948 -0.80648
N: 3.55683 4.09566 -1.35316
H: -2.83786 0.90785 0.57599
H: -1.98647 1.07920 2.07455
H: -1.23649 0.16579 0.70093
H: -1.31170 2.30243 -2.53338
H: -2.11681 1.19894 -1.49717
H: -0.47489 -0.42777 -1.80906
H: -0.20009 0.48614 -3.29299
H: 1.52537 1.80278 -1.55548
H: 1.91192 0.53503 -2.67275
H: 1.89275 -1.14062 -1.16388
H: 0.98210 -0.26095 0.06832
H: 3.57119 1.04662 -0.65569
H: 3.79835 -0.60953 -0.05449
H: 2.45128 -0.02676 1.93881
H: 3.93405 0.95752 1.81129
H: 0.96333 2.05553 2.21610
H: 3.95046 3.57532 1.90533
H: 2.78339 3.47280 3.21458
H: 1.15350 4.72615 1.57281
H: 2.28516 5.64076 2.57057
H: 2.40843 6.59352 0.44758
H: 3.86414 5.65481 0.52260
H: 2.16275 5.61996 -1.53576
H: 1.52603 4.23576 -0.70119
H: 3.21108 3.27951 -1.84303
H: 4.14459 3.76080 -0.59763
C: -3.38132 -2.34876 -1.31857
C: -3.48806 -3.81247 -0.92289
N: -2.19665 -4.43406 -0.69869
C: -2.26358 -5.88545 -0.60027
C: -3.03690 -6.49241 0.57500
C: -1.33784 -3.77630 0.26628
C: -1.86854 -3.58012 1.69331
H: -2.73357 -2.22507 -2.18925
H: -4.36746 -1.96180 -1.57915
H: -2.99290 -1.73337 -0.50295
H: -3.99076 -4.34328 -1.73437
H: -4.14755 -3.89264 -0.04515
H: -1.24550 -6.28393 -0.59939
H: -2.71088 -6.25573 -1.52756
H: -2.48863 -6.40634 1.51234
H: -3.19101 -7.55779 0.39538
H: -4.02052 -6.03938 0.70148
H: -1.07501 -2.78865 -0.13247
H: -0.38624 -4.31231 0.31083
H: -2.89614 -3.21424 1.70748
H: -1.25315 -2.84252 2.21672
H: -1.82273 -4.49846 2.27494

=====

DFT (ωB97M-V with the def2-TZVPD basis set) results for a molecular structure, C18H41N2OP3SYb at a distorted geometry.

Its spin multiplicity is 2. The HOMO energy (spin up / spin down) is -17.02 / -17.02 eV. Its orbital gap (spin up / spin down) is 7.25 / 5.84 eV. The energy above the lowest of the compared OMol25 structures with the same formula, charge and spin is 54.57 kcal/mol. The total charge is +3. For the LUMO energy (spin up / spin down), the calculation gives -9.777 / -11.179 eV.

Cartesian coordinates (Å):
Yb: -0.50537 0.97532 -0.73501
P: -0.96438 -1.09438 1.47126
P: -3.17210 0.01699 -0.99672
P: -1.01855 1.84560 2.07784
H: 4.28684 2.88155 -0.80922
C: 4.08607 2.69667 0.25324
C: 4.22536 1.47676 0.80440
H: 4.62002 0.61231 0.25279
C: -0.62795 -2.69627 0.64162
C: -2.56854 -1.53927 2.24422
C: 0.12409 -1.31701 2.93114
C: -3.18749 1.11059 -2.47298
C: -3.32278 -1.59225 -1.86794
C: -4.89200 0.23502 -0.41742
C: 0.58051 2.30829 2.85328
C: -2.09967 1.73852 3.55565
C: -1.56966 3.47394 1.44226
H: 3.77083 3.56855 0.84181
H: 4.00820 1.29572 1.86540
H: 0.43309 -2.79054 0.37542
H: -1.23103 -2.80450 -0.26857
H: -0.89613 -3.49600 1.34481
H: -3.35347 -1.63187 1.48234
H: -2.87416 -0.78371 2.97683
H: -2.43837 -2.50483 2.75046
H: 1.17126 -1.15405 2.64261
H: 0.00611 -2.34791 3.29199
H: -0.12759 -0.62034 3.74071
H: -4.15819 0.97284 -2.96918
H: -2.37801 0.85394 -3.17479
H: -3.08300 2.16839 -2.18798
H: -4.16300 -1.53901 -2.57420
H: -3.49563 -2.40397 -1.14845
H: -2.39684 -1.80596 -2.42135
H: -5.58625 0.15136 -1.26571
H: -4.99978 1.22698 0.04148
H: -5.14465 -0.51635 0.34274
H: 0.51140 3.33625 3.23398
H: 1.39901 2.24880 2.11846
H: 0.81172 1.62746 3.68266
H: -2.18824 2.74455 3.98949
H: -1.69649 1.05393 4.31348
H: -3.10008 1.39637 3.25965
H: -1.78854 4.12514 2.30035
H: -2.48766 3.34086 0.85103
H: -0.81472 3.95651 0.80395
C: -0.43294 4.17520 -2.08194
C: -1.26547 4.53633 -3.13884
C: -1.66235 5.87312 -3.23133
C: -1.16478 6.80741 -2.31750
C: -0.22203 6.44124 -1.35076
C: 0.19583 5.10989 -1.26137
O: -0.39347 2.81880 -1.67893
H: 0.33737 2.23787 -2.16948
H: -1.63792 3.79304 -3.84395
H: -2.34732 6.18107 -4.02541
H: -1.52884 7.83495 -2.33738
H: 0.19081 7.19647 -0.67910
H: 0.95078 4.77944 -0.54583
N: 1.97045 -0.64556 -0.55962
C: 1.55590 -0.81918 -1.86438
N: 1.48738 -2.09549 -2.29846
S: 1.03294 0.47140 -2.85013
H: 2.37604 -1.45111 -0.08062
H: 2.44902 0.23644 -0.33643
H: 1.22132 -2.26947 -3.26187
H: 1.96624 -2.85631 -1.82307